ORCA calculation (ωB97M-V/def2-TZVPD) on a structure of composition C13H30BaO8SSeSi at a distorted geometry.

Geometry as XYZ:
```
55
Properties=species:S:1:pos:R:3:forces:R:3
Ba 2.444 0.960 1.969 1.30 1.10 -1.50
C -0.444 -1.607 2.664 -0.29 -0.54 1.40
C 0.180 -1.732 1.322 1.05 0.32 -1.59
C -0.657 -2.398 0.256 -0.58 -1.58 -0.55
C 1.480 -2.515 1.384 -0.10 -0.63 0.22
O 0.457 -0.370 0.821 0.06 -1.23 0.79
Si -0.661 0.613 0.110 0.91 2.09 0.40
S -0.172 2.556 0.561 0.26 -0.09 0.53
O -0.613 0.362 -1.479 -0.09 -0.50 -2.30
C 0.309 0.642 -2.593 -1.73 -0.26 1.04
C 1.627 0.018 -2.253 0.72 -0.86 -0.59
C 0.373 2.156 -2.783 0.56 0.66 -0.80
C -0.322 -0.085 -3.804 1.12 0.41 -1.00
O -2.128 0.117 0.610 -1.11 0.16 -0.37
C -3.436 0.618 0.164 1.66 -1.58 0.63
C -3.948 -0.426 -0.829 -0.59 -0.84 -0.48
C -4.238 0.553 1.434 -0.55 0.20 1.62
C -3.339 2.002 -0.432 0.47 0.13 -0.03
H -0.741 -2.623 3.043 0.18 0.85 -0.26
H -1.312 -0.981 2.541 -0.57 0.08 0.26
H 0.220 -1.129 3.427 -0.27 -0.45 -0.76
H -0.608 -3.513 0.466 -0.61 1.17 -0.24
H -0.191 -2.283 -0.757 -0.33 0.13 0.91
H -1.688 -1.995 0.230 0.59 -0.58 -0.06
H 1.199 -3.587 1.536 0.38 0.68 -0.34
H 2.039 -2.232 2.267 0.36 0.11 -0.06
H 2.070 -2.378 0.466 -0.17 -0.21 0.21
H 2.079 0.425 -1.349 0.13 0.34 -0.19
H 2.306 0.158 -3.136 -0.28 -0.28 0.95
H 1.459 -1.069 -2.042 0.26 0.75 -0.38
H 0.594 2.666 -1.828 -0.11 -0.40 -0.43
H -0.593 2.567 -3.165 0.64 -0.39 0.21
H 1.202 2.424 -3.508 -0.91 -0.31 0.59
H -0.286 -1.196 -3.695 -0.05 0.86 -0.01
H 0.255 0.226 -4.735 -0.43 -0.59 1.00
H -1.337 0.252 -4.007 -0.18 -0.06 0.35
H -4.013 -1.448 -0.356 0.16 1.02 -0.32
H -3.277 -0.505 -1.700 -0.09 0.10 0.40
H -4.965 -0.198 -1.229 0.55 0.07 0.38
H -4.264 -0.477 1.900 0.12 1.02 -0.79
H -5.249 0.848 1.163 -0.47 -0.02 0.28
H -3.885 1.248 2.260 -0.15 -0.65 -1.21
H -2.785 1.975 -1.415 -0.67 0.17 1.04
H -2.792 2.642 0.288 -0.25 -0.21 -0.61
H -4.361 2.364 -0.527 -0.11 0.24 -0.39
O 3.565 -0.609 6.053 0.14 -1.27 3.73
Se 3.116 0.047 4.728 1.73 1.41 -7.27
O 2.969 -1.156 3.438 -0.31 1.68 2.52
O 1.765 1.023 4.476 0.21 -1.00 1.34
O 4.347 1.016 4.011 -1.75 -0.98 1.33
C 5.241 1.184 -1.185 -0.14 0.65 -0.37
O 4.724 1.703 -0.053 -1.00 -0.41 0.66
H 5.116 0.073 -1.328 0.00 0.25 -0.05
H 6.330 1.389 -1.273 0.31 -0.27 -0.06
H 4.836 1.685 -2.128 0.01 -0.49 0.22
```
Forces are in eV/Å.

The calculation puts the electronic energy at -115105.7443 eV. For the gap between HOMO and LUMO, the calculation gives 5.44 eV. As for the net charge: -2. The energy relative to the best compared isomer or geometry (same formula, charge and spin) comes out at 23.7 kcal/mol.

***

ORCA calculation (ωB97M-V/def2-TZVPD) on a structure of composition C13H30BrCaN2O2 at a distorted geometry.

Geometry as XYZ:
```
49
Properties=species:S:1:pos:R:3:forces:R:3
Ca -5.013 0.154 -0.105 1.55 -0.82 0.05
Br -2.927 -1.707 0.440 -1.02 0.49 -0.06
C 0.421 0.056 1.665 -0.93 -0.42 -1.09
C 1.518 0.163 0.579 0.09 0.00 0.93
C 2.874 0.197 1.306 0.14 0.04 0.46
C 3.474 -1.172 1.634 -0.52 0.01 -0.02
C 3.429 -2.122 0.434 0.99 0.96 0.98
C 2.072 -2.246 -0.205 -0.11 -0.87 -0.18
N 1.472 -0.932 -0.373 0.62 0.36 -0.80
O 0.246 -0.986 -1.058 -0.20 0.06 -0.12
C 2.273 -2.904 -1.577 -0.95 0.07 0.16
C 1.214 -3.188 0.655 -0.97 0.36 0.65
C 1.342 1.475 -0.177 -0.95 0.69 0.41
H 0.523 -0.847 2.263 0.19 0.18 0.29
H -0.545 -0.063 1.147 0.05 0.05 0.18
H 0.309 0.959 2.261 0.37 -0.06 0.24
H 3.574 0.858 0.792 0.10 -0.34 -0.26
H 2.689 0.681 2.270 0.05 0.21 -0.12
H 2.928 -1.588 2.488 0.04 -0.08 -0.07
H 4.505 -1.039 1.961 0.00 -0.04 0.04
H 3.761 -3.102 0.779 0.03 -0.11 -0.28
H 4.187 -1.713 -0.242 -0.23 -0.30 -0.43
H 2.795 -2.260 -2.281 0.27 -0.01 0.14
H 2.776 -3.855 -1.411 0.19 0.03 -0.24
H 1.289 -3.112 -2.004 0.11 -0.11 -0.09
H 1.470 -4.246 0.637 0.39 0.10 -0.21
H 1.219 -2.865 1.701 0.19 -0.12 -0.03
H 0.150 -3.150 0.382 0.14 -0.01 -0.22
H 0.589 1.396 -0.963 0.43 -0.30 -0.19
H 2.273 1.901 -0.540 0.01 -0.19 -0.30
H 0.894 2.218 0.500 0.35 0.02 0.09
H -0.412 -1.409 -0.483 0.03 -0.07 0.15
C -1.530 2.138 -2.514 0.00 0.44 0.78
C -2.347 1.514 -1.385 0.55 0.13 -0.09
C -2.897 2.572 -0.449 -0.19 -0.14 -0.82
O -3.635 1.881 0.568 -0.30 0.12 0.44
C -3.930 2.627 1.758 -0.41 0.24 0.24
N -3.422 0.578 -1.891 0.95 0.10 -0.11
H -1.098 1.365 -3.143 -0.18 0.05 -0.26
H -0.685 2.661 -2.055 -0.03 -0.02 -0.12
H -2.096 2.906 -3.044 -0.06 -0.28 -0.38
H -1.628 0.935 -0.797 -0.32 -0.31 0.04
H -3.559 3.261 -0.991 -0.02 0.04 0.16
H -2.064 3.141 -0.036 -0.08 -0.06 0.28
H -4.022 1.945 2.605 0.18 -0.18 -0.16
H -4.886 3.154 1.657 0.16 0.11 -0.12
H -3.152 3.351 1.991 0.12 -0.05 -0.13
H -2.925 -0.320 -1.854 -0.45 -0.14 0.10
H -3.493 0.737 -2.896 -0.38 0.21 0.10
```
Forces are in eV/Å.

The calculation puts the electronic energy at -109519.2324 eV. For the gap between HOMO and LUMO, the calculation gives 5.30 eV. As for the net charge: +1.

***

ORCA calculation (ωB97M-V/def2-TZVPD) on a structure of composition C13H30CaCl2FN4O4 at a distorted geometry.

Geometry as XYZ:
```
55
Properties=species:S:1:pos:R:3:forces:R:3
Ca 19.405 -23.701 -23.666 -1.29 -0.26 -0.01
F 17.752 -24.799 -24.734 1.77 0.77 2.02
C 16.366 -23.890 -19.963 -0.29 0.02 0.22
C 16.733 -23.810 -21.429 0.11 0.73 0.17
O 17.934 -23.623 -21.712 0.73 -0.80 -0.36
N 15.833 -23.818 -22.413 -0.21 0.07 1.17
C 14.388 -23.701 -22.264 -0.32 -0.10 -1.51
H 15.980 -22.935 -19.602 0.42 0.24 -0.13
H 17.283 -24.158 -19.445 -0.02 0.26 0.12
H 15.588 -24.575 -19.622 0.02 -0.34 -0.71
H 16.245 -23.987 -23.323 -0.23 0.34 -0.09
H 13.976 -24.551 -22.810 -0.44 0.00 0.84
H 14.003 -22.840 -22.821 0.38 0.16 -0.05
H 13.981 -23.550 -21.270 0.56 -0.53 0.28
C 16.428 -20.059 -24.372 0.27 -0.07 0.00
C 16.988 -21.436 -24.673 0.61 -0.11 0.24
O 18.034 -21.837 -24.115 0.57 0.12 0.18
N 16.369 -22.282 -25.495 -0.72 0.52 0.74
C 15.121 -21.984 -26.195 0.69 -0.71 -1.07
H 17.106 -19.453 -23.774 0.29 -0.46 0.07
H 15.526 -20.182 -23.773 -0.23 0.08 -0.28
H 16.247 -19.454 -25.260 -0.40 -0.33 -0.15
H 16.739 -23.230 -25.450 -0.15 0.23 -0.32
H 14.273 -21.679 -25.588 0.25 0.21 0.23
H 14.839 -22.896 -26.723 -0.15 0.01 0.11
H 15.383 -21.279 -26.984 -0.54 0.33 0.14
C 14.766 -25.849 -24.810 -0.20 0.75 0.48
C 15.018 -25.492 -26.255 0.78 -1.29 -0.15
O 14.109 -25.504 -27.058 -0.20 0.38 -0.40
N 16.340 -25.338 -26.570 -1.81 -0.59 -1.45
C 16.747 -25.090 -27.950 0.30 -0.22 0.86
H 15.627 -25.637 -24.170 -0.19 -0.14 -0.13
H 14.484 -26.890 -24.669 0.02 -0.07 -0.36
H 13.912 -25.245 -24.496 0.03 -0.18 -0.04
H 16.958 -25.085 -25.813 0.16 -0.42 -0.23
H 16.579 -24.027 -28.121 0.18 -0.09 -0.90
H 16.269 -25.759 -28.661 -0.65 0.35 0.08
H 17.796 -25.378 -28.041 0.18 0.53 0.12
C 22.207 -26.951 -25.634 -0.13 0.48 0.90
C 20.857 -26.348 -25.338 -0.95 0.86 0.40
O 20.802 -25.325 -24.596 0.15 0.31 0.29
N 19.695 -26.815 -25.794 1.14 -0.56 -0.14
C 19.657 -27.979 -26.678 -0.05 0.47 -0.70
H 22.393 -27.224 -26.666 -0.10 -0.16 0.03
H 22.391 -27.766 -24.929 -0.31 -0.44 -0.38
H 22.918 -26.211 -25.268 0.05 0.15 -0.49
H 18.880 -26.302 -25.461 -0.05 -0.21 -0.28
H 20.102 -27.691 -27.634 0.20 -0.16 0.05
H 18.647 -28.272 -26.951 -0.11 -0.02 0.58
H 20.221 -28.804 -26.250 -0.21 -0.11 0.03
C 17.104 -28.132 -23.629 -0.22 -0.31 -0.51
Cl 18.672 -28.792 -23.182 0.26 -0.01 0.05
Cl 16.276 -29.135 -24.840 0.03 -0.16 0.05
H 16.492 -28.122 -22.735 -0.04 0.28 -0.06
H 17.233 -27.178 -24.130 0.05 0.17 0.48
```
Forces are in eV/Å.

The calculation puts the electronic energy at -74319.7340 eV. For the gap between HOMO and LUMO, the calculation gives 8.68 eV. As for the net charge: +1. The energy relative to the best compared isomer or geometry (same formula, charge and spin) comes out at 0.0 kcal/mol.

***

ORCA calculation (ωB97M-V/def2-TZVPD) on a cluster of 4 separate species, C13H30Cl6N3O5P2 in total at a distorted geometry.

Geometry as XYZ:
```
59
Properties=species:S:1:pos:R:3:forces:R:3
C -0.980 0.231 0.389 -0.58 -0.57 -1.06
C -0.542 -0.613 -0.983 -1.03 0.84 0.41
O -0.182 -1.986 -0.597 -1.76 -0.02 -0.37
C -1.374 -2.816 -0.325 0.88 -1.26 0.05
C -1.908 -3.610 -1.697 -1.63 0.56 1.07
N -1.164 -3.180 -2.951 3.04 -4.04 0.09
C 0.145 -3.956 -3.123 -1.72 0.93 -0.49
N 0.814 -4.610 -1.934 -0.85 0.97 -3.11
C 0.580 -6.104 -1.872 -0.23 -1.48 1.29
C 2.057 -6.791 -1.539 4.41 -1.20 -3.57
O 3.025 -6.995 -2.436 -6.44 1.54 5.39
N 0.655 -4.006 -4.409 -1.04 1.34 1.22
P 2.143 -4.888 -4.844 -0.28 -1.92 0.56
P 3.961 -3.835 -4.264 7.18 -0.94 0.43
O 5.118 -4.951 -4.147 -5.34 4.60 -0.86
O 3.895 -3.051 -2.707 -2.10 -0.63 -3.06
O 4.356 -2.667 -5.543 -2.38 -1.20 3.42
H -2.124 0.504 0.221 2.57 -0.07 0.63
H -0.282 1.169 0.476 -1.67 -1.92 0.09
H -0.939 -0.478 1.344 0.24 1.65 -2.13
H -1.461 -0.681 -1.715 1.73 0.28 1.30
H 0.326 -0.044 -1.572 -1.63 -1.71 1.47
H -0.999 -3.691 0.393 -0.87 2.20 -1.37
H -2.269 -2.234 0.163 1.92 -1.00 -0.99
H -3.041 -3.283 -1.809 2.42 -0.73 -0.19
H -1.915 -4.776 -1.567 0.16 2.33 -0.17
H -1.771 -3.271 -3.806 1.00 0.20 1.07
H 1.845 -4.453 -1.906 -1.07 0.24 -0.42
H -0.099 -6.315 -0.920 1.39 0.35 -2.06
H 0.048 -6.563 -2.807 1.32 0.87 1.62
H 2.281 -7.076 -0.407 -0.63 0.59 -2.28
H 0.144 -3.505 -5.193 0.57 -0.60 1.64
H 2.166 -4.903 -6.297 -0.16 0.90 0.91
H 3.048 -2.526 -2.591 1.38 -0.48 -0.13
H 3.643 -1.968 -5.440 1.25 -0.73 -0.47
Cl -4.671 2.601 1.576 -0.01 -0.06 -0.13
C -3.884 2.489 3.170 0.25 -0.03 0.30
C -2.709 3.444 3.300 -0.59 -0.06 0.33
Cl -1.343 2.977 2.256 -0.03 0.14 0.04
H -3.577 1.449 3.324 -0.03 0.23 -0.11
H -4.645 2.732 3.917 0.17 0.06 -0.13
H -2.337 3.440 4.328 -0.18 -0.13 -0.39
H -2.993 4.470 3.045 0.05 -0.52 -0.02
Cl 2.630 3.258 5.483 -0.03 -0.08 0.03
C 1.880 4.609 4.596 -0.11 0.23 -0.10
C 0.818 5.318 5.420 0.34 0.33 -0.04
Cl -0.619 4.299 5.687 0.20 0.04 0.30
H 1.468 4.214 3.662 0.01 0.05 0.26
H 2.684 5.308 4.345 -0.19 -0.10 0.13
H 0.477 6.215 4.895 0.04 -0.30 0.07
H 1.203 5.622 6.398 -0.07 -0.23 -0.17
Cl 1.283 7.080 2.574 0.01 0.17 -0.19
C 0.236 6.624 1.207 -0.21 -0.11 -0.32
C -1.140 7.264 1.298 0.17 0.14 -0.28
Cl -2.101 6.604 2.645 0.18 0.37 0.02
H 0.172 5.532 1.179 -0.07 0.22 0.13
H 0.742 6.958 0.296 -0.13 0.04 0.16
H -1.703 7.067 0.381 0.14 -0.05 0.14
H -1.072 8.348 1.430 0.03 -0.26 0.07
```
Forces are in eV/Å.

The calculation puts the electronic energy at -122375.9649 eV. For the gap between HOMO and LUMO, the calculation gives 7.13 eV. As for the net charge: +1.

***

no.,LUMO energy (eV)
1,4.264
2,-4.823
3,-3.000
4,-4.797